Formula: C5H11NO
Source: OMol25
Level of theory: ωB97M-V/def2-TZVPD

```
! wB97M-V def2-TZVPD RIJCOSX def2/J DEFGRID3
* xyz 0 1
C 0.32256 -2.12757 -1.75623
C 0.11160 -0.81567 -1.68896
N -1.12493 -0.20185 -1.47251
C -1.13529 0.98737 -0.65773
O -0.85817 0.75068 0.69920
C 0.47032 1.04532 1.12068
C 0.73064 0.30100 2.40717
H -0.49869 -2.80946 -1.57118
H 1.29561 -2.51389 -1.99573
H 0.91295 -0.10575 -1.86185
H -1.84574 -0.85293 -1.19112
H -2.12685 1.42652 -0.72228
H -0.42516 1.69561 -1.09332
H 0.55593 2.12877 1.26103
H 1.17545 0.73607 0.34802
H 1.74687 0.49947 2.74471
H 0.63921 -0.77148 2.24076
H 0.05368 0.62777 3.18933
*
```

Properties
Kohn-Sham gap: 9.55 eV
Energy: -327.0665 a.u.
SMILES string: C=CNCOCC
HOMO: -8.3737 eV
Energy relative to the best compared isomer or geometry (same formula, charge and spin): 170.3 kJ/mol

For each atom in turn, the natural (NBO) charge in e is: atom 1 (C): -0.5061, atom 2 (C): 0.0069, atom 3 (N): -0.6246, atom 4 (C): 0.0936, atom 5 (O): -0.5563, atom 6 (C): -0.0590, atom 7 (C): -0.6206, atom 8 (H): 0.1911, atom 9 (H): 0.2084, atom 10 (H): 0.1837, atom 11 (H): 0.3724, atom 12 (H): 0.1833, atom 13 (H): 0.1605, atom 14 (H): 0.1639, atom 15 (H): 0.1648, atom 16 (H): 0.2089, atom 17 (H): 0.2161, atom 18 (H): 0.2131

Formula: C5H11NO
Source: OMol25
Level of theory: ωB97M-V/def2-TZVPD

```
! wB97M-V def2-TZVPD RIJCOSX def2/J DEFGRID3
* xyz 0 1
C 0.45051 1.82165 -0.77481
C -0.18250 0.97896 1.34855
N -0.00107 -0.27563 0.91251
C 1.28800 -0.51073 0.39728
C -1.13414 -0.84192 0.22087
O -2.23324 -0.36887 0.37152
C -0.85697 -1.99954 -0.70039
H 0.59340 2.83316 -0.38877
H -0.61471 1.68479 -0.99264
H 0.97224 1.76799 -1.73957
H -1.19265 1.32253 1.52128
H 0.64461 1.43566 1.87772
H 2.06484 -0.22518 1.10721
H 1.45252 -1.50567 -0.00389
H 1.12526 0.72628 -0.36814
H -1.79974 -2.29003 -1.16267
H -0.43376 -2.84503 -0.15009
H -0.14259 -1.70841 -1.47597
*
```

Properties
Kohn-Sham gap (alpha / beta): 7.87 / 7.87 eV
Energy: -326.9575 a.u.
HOMO (alpha / beta): -7.7522 / -7.7520 eV
Energy relative to the best compared isomer or geometry (same formula, charge and spin): 456.5 kJ/mol

For each atom in turn, the natural (NBO) charge in e is: atom 1 (C): -0.9018, atom 2 (C): -0.1127, atom 3 (N): -0.4011, atom 4 (C): -0.4705, atom 5 (C): 0.7276, atom 6 (O): -0.5389, atom 7 (C): -0.7278, atom 8 (H): 0.2094, atom 9 (H): 0.2057, atom 10 (H): 0.2131, atom 11 (H): 0.2270, atom 12 (H): 0.2003, atom 13 (H): 0.2015, atom 14 (H): 0.1994, atom 15 (H): 0.2327, atom 16 (H): 0.2472, atom 17 (H): 0.2412, atom 18 (H): 0.2477

Formula: C5H11NO
Source: OMol25
Level of theory: ωB97M-V/def2-TZVPD

```
! wB97M-V def2-TZVPD RIJCOSX def2/J DEFGRID3
* xyz 0 1
C -1.99771 0.56596 -0.75801
C -1.43492 -0.51741 0.15879
N 0.00081 -0.35759 0.37252
C 0.41786 0.39969 1.53449
C 0.81768 -0.64498 -0.68910
C 2.26966 -0.21027 -0.60342
O 0.38791 -1.21448 -1.68306
H -3.08315 0.46806 -0.86216
H -1.54579 0.47352 -1.74936
H -1.78055 1.56619 -0.36480
H -1.60890 -1.50418 -0.27721
H -1.92022 -0.48871 1.14063
H -0.10276 0.01924 2.41998
H 1.48833 0.28245 1.70906
H 0.19578 1.47281 1.44123
H 2.72796 -0.42972 -1.56788
H 2.81599 -0.74407 0.18110
H 2.35201 0.86349 -0.40281
*
```

Properties
Kohn-Sham gap: 10.06 eV
Energy: -327.1183 a.u.
SMILES string: CCN(C)C(C)=O
HOMO: -9.1564 eV
Energy relative to the best compared isomer or geometry (same formula, charge and spin): 34.3 kJ/mol

For each atom in turn, the natural (NBO) charge in e is: atom 1 (C): -0.6239, atom 2 (C): -0.2125, atom 3 (N): -0.4437, atom 4 (C): -0.4060, atom 5 (C): 0.6830, atom 6 (C): -0.7158, atom 7 (O): -0.6335, atom 8 (H): 0.2129, atom 9 (H): 0.2296, atom 10 (H): 0.1970, atom 11 (H): 0.2245, atom 12 (H): 0.1900, atom 13 (H): 0.2035, atom 14 (H): 0.2131, atom 15 (H): 0.1879, atom 16 (H): 0.2453, atom 17 (H): 0.2266, atom 18 (H): 0.2220

Copy entry 2 word for word.
Formula: C5H11NO
Source: OMol25
Level of theory: ωB97M-V/def2-TZVPD

```
! wB97M-V def2-TZVPD RIJCOSX def2/J DEFGRID3
* xyz 0 1
C 0.45051 1.82165 -0.77481
C -0.18250 0.97896 1.34855
N -0.00107 -0.27563 0.91251
C 1.28800 -0.51073 0.39728
C -1.13414 -0.84192 0.22087
O -2.23324 -0.36887 0.37152
C -0.85697 -1.99954 -0.70039
H 0.59340 2.83316 -0.38877
H -0.61471 1.68479 -0.99264
H 0.97224 1.76799 -1.73957
H -1.19265 1.32253 1.52128
H 0.64461 1.43566 1.87772
H 2.06484 -0.22518 1.10721
H 1.45252 -1.50567 -0.00389
H 1.12526 0.72628 -0.36814
H -1.79974 -2.29003 -1.16267
H -0.43376 -2.84503 -0.15009
H -0.14259 -1.70841 -1.47597
*
```

Properties
Kohn-Sham gap (alpha / beta): 7.87 / 7.87 eV
Energy: -326.9575 a.u.
HOMO (alpha / beta): -7.7522 / -7.7520 eV
Energy relative to the best compared isomer or geometry (same formula, charge and spin): 456.5 kJ/mol

For each atom in turn, the natural (NBO) charge in e is: atom 1 (C): -0.9018, atom 2 (C): -0.1127, atom 3 (N): -0.4011, atom 4 (C): -0.4705, atom 5 (C): 0.7276, atom 6 (O): -0.5389, atom 7 (C): -0.7278, atom 8 (H): 0.2094, atom 9 (H): 0.2057, atom 10 (H): 0.2131, atom 11 (H): 0.2270, atom 12 (H): 0.2003, atom 13 (H): 0.2015, atom 14 (H): 0.1994, atom 15 (H): 0.2327, atom 16 (H): 0.2472, atom 17 (H): 0.2412, atom 18 (H): 0.2477